{"formula": "C18H42N2O4", "method": "ωB97M-V/def2-TZVPD", "symbols": ["H", "C", "C", "H", "H", "C", "H", "H", "H", "C", "H", "H", "C", "C", "H", "H", "H", "H", "H", "H", "H", "C", "N", "C", "H", "H", "C", "H", "H", "O", "H", "C", "H", "H", "C", "H", "H", "C", "H", "H", "C", "O", "H", "C", "H", "C", "H", "H", "C", "H", "H", "H", "H", "O", "O", "H", "H", "C", "H", "C", "H", "N", "H", "H", "H", "H"], "xyz": [[7.79280, 9.81048, 11.33853], [6.00153, 16.19921, 11.01489], [6.42216, 7.71907, 11.51488], [4.50077, 8.14127, 10.42795], [4.86240, 5.88250, 10.09910], [7.80565, 5.89331, 9.28486], [4.42343, 16.77483, 13.34502], [5.07926, 15.47211, 14.28730], [7.47395, 6.84288, 7.35181], [6.94520, 8.18097, 10.19498], [8.87516, 7.30937, 10.66154], [3.69747, 15.06450, 11.61544], [4.93484, 7.31128, 6.94951], [5.47561, 12.37073, 12.80216], [6.72658, 12.63671, 9.05111], [4.41874, 8.26457, 7.11489], [4.80243, 13.96839, 10.64848], [6.95328, 16.75810, 11.16419], [8.58339, 7.73867, 8.90103], [5.66773, 7.61582, 6.19598], [5.30369, 11.79744, 13.65514], [5.28992, 16.05014, 13.42353], [6.93706, 14.34757, 12.27189], [4.55470, 6.03572, 9.06314], [7.34881, 12.75163, 15.21735], [5.82539, 13.74807, 15.18786], [8.17463, 7.25686, 9.78490], [8.67372, 5.23299, 9.13104], [7.16042, 7.51055, 12.26418], [4.69634, 8.65075, 9.65946], [7.34260, 14.46292, 14.80094], [6.75643, 13.09934, 13.14950], [8.04909, 11.34242, 13.51350], [5.15214, 16.82247, 10.87256], [7.38972, 9.61554, 10.32869], [7.09879, 5.38711, 9.89086], [6.24396, 15.58907, 10.15381], [4.25740, 13.19134, 12.64572], [5.90992, 6.78376, 11.42957], [5.77486, 8.52209, 11.92768], [5.68316, 15.23706, 12.16888], [7.50626, 12.83053, 9.61026], [7.23582, 13.50832, 10.28308], [7.99221, 12.25188, 12.88210], [4.25148, 6.46506, 6.83076], [6.76342, 13.53483, 14.66441], [5.52227, 10.33764, 8.41212], [6.18837, 16.58932, 13.70281], [5.63066, 6.96588, 8.30513], [4.34443, 5.10730, 8.51268], [5.51257, 11.85785, 11.88004], [3.62911, 6.55849, 9.16305], [3.86560, 13.53137, 13.60644], [5.42456, 11.20237, 8.03415], [7.99890, 15.16666, 12.82951], [8.12010, 9.86485, 9.59331], [8.62278, 14.98472, 12.16087], [6.97079, 6.20336, 8.06429], [6.52864, 10.33906, 10.25938], [4.56646, 14.34686, 11.69957], [7.92721, 11.77919, 11.93511], [5.89972, 8.12042, 9.11582], [6.72765, 5.26090, 7.51430], [8.90304, 12.83470, 13.17846], [3.41853, 12.59502, 12.19156], [4.66375, 11.33104, 7.45438]], "atomic_forces_ev_per_a": [[0.1, -0.3, -0.5], [1.6, -0.6, 0.7], [-1.1, 0.5, 0.9], [-0.4, -0.7, 1.0], [0.1, -0.7, -0.2], [-0.5, 0.5, -0.4], [1.0, -0.8, -0.6], [-0.4, -0.9, 0.6], [0.7, 0.1, -0.2], [0.9, -1.4, -1.1], [-0.4, -0.1, -1.0], [0.5, -1.0, -0.2], [0.8, 1.0, 1.7], [0.3, 1.0, -0.1], [0.4, 0.1, 0.4], [-0.6, -0.5, 0.1], [-0.3, 0.3, 1.3], [-0.9, 0.0, 0.4], [0.7, 0.4, 0.2], [-0.1, -0.9, -0.3], [-0.1, -2.0, 1.0], [0.3, 0.7, -0.2], [-1.8, 0.2, 0.8], [1.3, 0.3, -0.3], [-0.8, 0.6, -0.2], [-0.1, -0.6, -0.5], [-0.2, 1.6, 1.1], [-0.4, 0.3, -0.2], [0.8, 0.3, 0.2], [0.3, 1.0, -1.4], [-0.1, -0.4, -0.3], [0.5, 2.1, 0.8], [-0.4, 0.5, 0.3], [-0.5, 0.8, -0.5], [-0.9, 1.0, 0.9], [-0.3, -0.7, 1.3], [-0.4, -0.1, -0.5], [-1.7, 1.1, -0.8], [-0.7, -0.5, 0.0], [0.1, -0.7, 0.0], [1.2, 0.0, -0.3], [-0.6, 0.6, 0.3], [0.2, -0.8, -0.6], [0.3, -0.4, 1.9], [0.2, 0.5, -1.2], [1.2, -0.4, 0.4], [-0.5, -1.0, -0.1], [0.0, 0.5, 0.0], [-1.0, -2.4, 0.8], [0.4, 0.1, 0.4], [0.8, -1.2, -0.8], [-0.7, 0.5, -0.3], [0.1, 0.3, 0.0], [0.4, 1.8, -0.4], [-1.5, -0.5, 0.4], [0.5, 0.4, -0.5], [1.6, 0.1, -1.0], [-1.1, -0.9, -1.6], [0.8, -0.8, -0.1], [-1.3, 0.4, -1.0], [0.6, 0.5, -1.4], [0.6, 1.6, 0.5], [0.0, 0.7, 0.3], [-0.6, -0.5, -0.9], [0.8, 0.3, 0.5], [0.2, -0.7, 0.4]], "max_force_ev_per_a": 2.73, "gap_ev": 9.3988, "charge": 0, "homo_ev": -8.78, "lumo_energy_ha": 0.0226, "e_above_lowest_kcal_mol": 51.2, "molar_mass_da": 350.544, "e_tot_ha": -1121.3610}


{"formula": "C2BrF2O2", "method": "ωB97M-V/def2-TZVPD", "symbols": ["C", "F", "O", "O", "Br", "C", "F"], "xyz": [[-1.19090, -0.77209, 0.14753], [1.93153, 0.46482, -2.07913], [-1.40846, 0.18131, 0.78038], [-1.16250, -1.74042, -0.43588], [2.85470, -0.35206, 0.61334], [1.20294, 0.23164, -0.92830], [0.94764, 1.54645, -0.56724]], "atomic_forces_ev_per_a": [[-0.6, 2.8, 1.6], [-0.1, -0.6, 0.5], [0.3, 0.0, 0.0], [0.3, -2.9, -1.7], [0.0, 0.1, -0.1], [0.0, 1.3, -0.6], [0.1, -0.6, 0.2]], "max_force_ev_per_a": 3.37, "gap_ev": 7.4589, "charge": -1, "homo_ev": -3.91, "lumo_energy_ha": 0.1306, "e_above_lowest_kcal_mol": 0.0, "molar_mass_da": 173.920, "e_tot_ha": -3000.4924}


{"formula": "C5H8O2", "method": "ωB97M-V/def2-TZVPD", "symbols": ["H", "C", "H", "H", "C", "H", "H", "C", "H", "O", "C", "H", "H", "C", "O"], "xyz": [[1.16963, -1.03642, 0.08294], [0.64596, 1.49327, -1.31084], [-0.82879, 0.32007, 2.85848], [1.71024, 1.54328, -1.43874], [-0.44406, -1.80160, -1.06300], [0.08173, 2.35774, -1.66067], [0.13638, -1.85574, -2.02563], [-0.09631, 0.49685, -0.77436], [-0.10709, 1.20163, 1.39049], [-1.44682, -2.42717, -1.07784], [-0.16333, 0.28474, 2.07126], [0.93678, 0.26941, 2.34542], [-1.04323, 0.87495, -0.62125], [0.10168, -0.92635, -0.00764], [-0.65277, -0.79467, 1.23139]], "atomic_forces_ev_per_a": [[0.5, -0.5, 0.5], [-0.6, -1.3, 0.4], [-1.1, 0.4, 1.7], [0.4, -0.3, -0.1], [0.8, -0.9, -1.4], [0.2, -0.1, 0.2], [0.5, 0.6, 0.7], [2.3, 0.3, 0.4], [-0.8, -0.7, 1.3], [-1.8, -0.7, 0.8], [2.5, 0.8, -3.9], [-1.2, -1.0, 0.2], [-2.6, -0.1, 0.1], [-0.9, 4.1, 0.1], [1.7, -0.5, -1.0]], "max_force_ev_per_a": 4.67, "gap_ev": 10.7131, "charge": 0, "homo_ev": -9.93, "lumo_energy_ha": 0.0288, "e_above_lowest_kcal_mol": 75.7, "molar_mass_da": 100.117, "e_tot_ha": -345.6843}


{"formula": "C13H29Cl4N3O3", "method": "ωB97M-V/def2-TZVPD", "symbols": ["H", "H", "H", "H", "Cl", "H", "C", "H", "H", "H", "H", "H", "C", "C", "H", "C", "H", "C", "C", "H", "H", "C", "O", "N", "H", "H", "H", "Cl", "H", "O", "H", "H", "H", "C", "C", "H", "C", "C", "O", "H", "H", "C", "Cl", "Cl", "N", "N", "C", "H", "H", "H", "H", "H"], "xyz": [[-1.28026, -1.04203, -0.08908], [1.63257, -1.90920, -0.98953], [0.04777, 1.91323, 1.86613], [-0.95286, 3.03202, 0.94634], [-5.06812, -4.16425, -0.87717], [-1.72002, 4.50413, -4.23802], [-0.21013, -0.86285, -0.19318], [2.46140, 3.97692, 2.25413], [-1.45933, 0.66942, -4.77360], [2.85898, -4.34475, 0.21421], [-2.97855, 0.57130, -3.87059], [-3.49277, -2.46953, -1.33323], [3.79755, -2.59004, 3.03911], [-1.12272, 2.52907, -2.74266], [1.97059, 3.00210, 3.49689], [2.76340, -3.92027, 1.21360], [-3.97547, -3.49411, 1.55914], [-2.33901, 1.23027, -4.45783], [-0.63036, 4.83563, 2.93710], [-0.36403, 3.31077, -2.78073], [-0.66707, 1.54929, -2.59948], [-0.01688, 2.93670, 1.49676], [-2.97505, 3.66775, -5.55511], [4.00991, -3.28751, 1.65750], [-4.76902, -2.00547, -0.14468], [-1.67894, 2.60121, -1.80804], [-2.80947, -2.18278, 1.25330], [0.02076, -1.67315, -2.79901], [1.72169, 4.75115, 3.75620], [-1.76372, 4.84016, 2.49873], [-0.31961, 0.12886, -0.63207], [1.94794, -3.19749, 1.18686], [4.93145, -3.65763, -0.07723], [-2.17501, 3.60194, -4.67533], [0.54914, -1.91266, -1.10900], [3.46026, -3.16968, 3.89838], [5.13044, -3.18878, 0.89887], [-3.27422, -3.07642, 0.83672], [6.12043, -2.57980, 1.26082], [-0.29388, 5.49605, 3.75125], [0.15362, -2.91095, -0.92172], [-4.04245, -2.76287, -0.43887], [0.34613, -0.73467, 1.51055], [-1.81811, -4.15474, 0.49362], [-1.94066, 2.49285, -3.96976], [0.31029, 3.95195, 2.50981], [1.69101, 3.94381, 3.02452], [2.54608, -4.79352, 1.82867], [4.66284, -2.13050, 3.51681], [0.75685, 3.00584, 0.73212], [3.14663, -1.74610, 2.81069], [-2.90007, 1.41920, -5.37303]], "atomic_forces_ev_per_a": [[0.1, -1.0, -0.1], [-0.2, 0.4, -0.2], [-0.1, 0.1, 0.4], [-0.1, 0.6, 0.7], [0.1, -0.1, -0.2], [0.4, 0.0, -0.1], [-0.5, -0.2, -0.6], [-0.2, 0.9, -0.4], [0.1, -0.3, 0.2], [0.3, 0.2, -0.2], [0.1, 0.4, 0.7], [0.2, 0.0, 0.4], [1.0, 0.5, -1.5], [-0.2, -0.6, -0.3], [-0.6, -0.2, 0.5], [0.8, -0.3, -0.3], [0.5, -0.4, 0.0], [-0.4, -1.0, -1.8], [-0.3, -0.8, -0.4], [-0.1, -0.1, 0.0], [0.5, 0.0, -0.5], [0.8, 0.1, -0.4], [-0.8, 0.3, -2.1], [-1.3, 0.2, 2.7], [0.1, 0.3, -0.3], [-0.6, 0.6, -0.1], [-0.2, 0.0, 0.0], [0.3, 0.4, 0.0], [0.6, 0.0, -0.2], [0.0, 0.4, 0.2], [1.2, 0.2, 0.0], [-0.1, -0.1, 0.3], [0.6, -0.1, -0.2], [-0.4, 0.8, 1.6], [-1.5, 0.4, 1.1], [-0.7, -0.8, -0.8], [-0.5, 1.0, 1.2], [0.9, 0.2, -0.9], [-0.1, -0.6, -0.7], [0.1, 0.1, -0.1], [0.3, 0.2, 0.5], [-0.7, -0.2, 0.7], [0.3, -0.2, -0.5], [-1.0, 0.3, 0.4], [1.3, -0.2, 2.4], [0.4, -0.7, -0.3], [-0.9, -0.3, 0.1], [-0.3, 0.3, 0.3], [0.7, -0.1, -1.0], [0.2, 0.0, -0.2], [-0.4, -0.2, 0.3], [-0.1, 0.0, 0.0]], "max_force_ev_per_a": 2.98, "gap_ev": 9.6402, "charge": 0, "homo_ev": -9.47, "lumo_energy_ha": 0.0063, "e_above_lowest_kcal_mol": 48.3, "molar_mass_da": 417.205, "e_tot_ha": -2743.4330}